No. 1
77
Properties=species:S:1:pos:R:3 method="wB97M-V/def2-TZVPD" lumo_ev=-2.905 homo_lumo_gap_ev=6.4 homo_ev=-9.34 total_charge=+1
C 4.076 -4.465 -1.967
C 5.205 -3.479 -2.264
N 4.828 -2.150 -1.867
C 5.785 -1.070 -1.737
C 4.901 0.168 -1.443
C 3.505 -0.359 -1.427
C 2.268 0.251 -1.379
C 1.087 -0.568 -1.192
C -0.098 0.057 -0.674
C -1.399 -0.583 -0.679
C -2.519 0.229 -1.028
C -3.729 -0.372 -1.318
C -3.817 -1.773 -1.207
N -5.041 -2.207 -1.604
C -5.443 -3.577 -1.489
C -4.237 -4.500 -1.646
C -2.994 -4.085 -0.833
C -2.781 -2.604 -0.770
C -1.599 -1.965 -0.395
C -5.950 -1.119 -1.897
C -5.044 0.142 -1.802
C 1.185 -1.953 -1.579
C 2.420 -2.554 -1.810
C 3.557 -1.744 -1.651
C 2.674 -3.934 -2.331
H 4.272 -5.395 -2.513
H 4.100 -4.707 -0.895
H 6.114 -3.757 -1.719
H 5.457 -3.511 -3.338
H 6.496 -1.290 -0.926
H 6.368 -0.946 -2.658
H 5.192 0.567 -0.462
H 5.052 0.952 -2.198
H 2.225 1.351 -1.497
H -0.118 1.133 -0.861
H -2.393 1.308 -1.147
H -5.929 -3.766 -0.514
H -6.191 -3.777 -2.266
H -4.537 -5.512 -1.362
H -3.953 -4.528 -2.705
H -3.064 -4.489 0.189
H -2.115 -4.562 -1.293
H -0.815 -2.545 0.098
H -6.377 -1.230 -2.905
H -6.795 -1.078 -1.185
H -5.485 0.866 -1.107
H -4.950 0.628 -2.787
H 0.301 -2.584 -1.703
H 2.595 -3.919 -3.435
H 1.910 -4.625 -1.959
C 0.994 5.589 1.243
C 1.573 4.259 0.738
C 1.093 3.098 1.556
C 0.391 3.287 2.770
N 0.350 4.520 3.365
C 0.986 5.696 2.760
C -0.116 4.694 4.744
C -1.209 3.712 5.123
C -1.054 2.266 4.591
C -0.378 2.185 3.253
C -0.591 1.104 2.371
N 0.126 0.891 1.247
C 1.103 1.803 1.027
H 1.555 6.435 0.841
H -0.040 5.680 0.880
H 1.210 4.143 -0.290
H 2.668 4.300 0.651
H 2.024 5.811 3.140
H 0.411 6.586 3.083
H 0.740 4.614 5.446
H -0.492 5.720 4.831
H -1.295 3.691 6.214
H -2.164 4.106 4.765
H -0.500 1.675 5.364
H -2.058 1.801 4.537
H -1.388 0.384 2.597
H 1.861 1.578 0.291

---

No. 2
86
Properties=species:S:1:pos:R:3 method="wB97M-V/def2-TZVPD" lumo_ev="-10.232 / -10.233" homo_lumo_gap_ev="4.1 / 4.1" homo_ev="-14.36 / -14.36" total_charge=+3
Ir -0.680 -0.382 0.221
C -1.156 7.308 1.271
S -2.800 6.622 1.583
C -3.223 5.944 -0.057
C -3.173 4.420 -0.080
C -1.755 3.928 0.177
N -1.614 2.455 0.137
P -1.450 1.465 -1.265
C -2.818 0.269 -1.078
C -4.015 0.527 -0.397
C -5.017 -0.425 -0.381
C -4.842 -1.639 -1.042
C -3.654 -1.914 -1.714
C -2.639 -0.973 -1.726
C -1.809 2.499 -2.698
C -2.979 2.343 -3.440
C -3.226 3.205 -4.495
C -2.311 4.199 -4.818
C -1.121 4.319 -4.109
C -0.856 3.455 -3.062
P -0.667 1.706 1.359
C 0.907 2.607 1.355
C 1.131 3.728 2.154
C 2.339 4.402 2.067
C 3.325 3.969 1.192
C 3.100 2.863 0.381
C 1.897 2.183 0.464
C -1.499 2.058 2.902
C -2.883 2.249 2.915
C -3.522 2.568 4.098
C -2.790 2.664 5.276
C -1.423 2.412 5.278
C -0.775 2.094 4.098
H -0.843 7.802 2.188
H -1.201 8.043 0.469
H -0.445 6.520 1.019
H -2.546 6.378 -0.794
H -4.233 6.284 -0.275
H -3.531 4.067 -1.051
H -3.839 4.031 0.694
H -1.472 4.245 1.182
H -1.066 4.406 -0.522
H -4.159 1.484 0.088
H -5.947 -0.223 0.132
H -5.644 -2.365 -1.052
H -3.536 -2.851 -2.245
H -1.737 -1.155 -2.305
H -3.696 1.572 -3.188
H -4.135 3.097 -5.072
H -2.517 4.874 -5.638
H -0.397 5.074 -4.383
H 0.085 3.517 -2.525
H 0.370 4.079 2.838
H 2.513 5.269 2.690
H 4.268 4.497 1.139
H 3.865 2.539 -0.312
H 1.699 1.326 -0.168
H -3.444 2.158 1.995
H -4.589 2.740 4.106
H -3.289 2.926 6.199
H -0.863 2.468 6.201
H 0.289 1.889 4.102
N -0.509 -3.750 2.851
C -1.146 -3.289 1.793
N -1.221 -4.016 0.686
S -1.901 -1.731 1.880
H -0.141 -4.691 2.899
H -0.477 -3.191 3.688
H -0.889 -4.970 0.650
H -1.823 -3.708 -0.060
C 3.859 -0.581 1.560
N 3.889 -0.420 0.113
C 4.925 0.116 -0.603
C 4.585 0.049 -1.917
N 3.344 -0.523 -1.985
C 2.617 -0.829 -3.209
C 2.925 -0.806 -0.738
Se 1.342 -1.723 -0.285
H 4.694 -0.037 1.992
H 3.950 -1.633 1.825
H 2.926 -0.190 1.961
H 5.819 0.496 -0.139
H 5.135 0.362 -2.788
H 3.134 -0.383 -4.053
H 1.605 -0.431 -3.153
H 2.565 -1.906 -3.359

---

No. 3
24
Properties=species:S:1:pos:R:3 method="wB97M-V/def2-TZVPD" spin_multiplicity=2 lumo_ev="3.744 / 3.732" homo_lumo_gap_ev="2.2 / 8.6" homo_ev="1.51 / -4.87" total_charge=-1
C 0.933 0.802 0.634
N 1.677 -0.498 0.796
C 3.065 -0.460 1.216
C 0.898 -1.463 1.655
C -0.134 0.582 -0.480
N -1.431 1.228 -0.257
C -2.314 0.975 -1.441
C -2.707 -0.534 -1.799
H 1.742 1.496 0.297
H 0.318 1.223 1.524
H 3.405 0.583 1.145
H 3.658 -1.008 0.476
H 3.323 -0.822 2.191
H 1.009 -1.161 2.781
H 1.300 -2.487 1.421
H -0.135 -1.414 1.308
H 0.375 0.839 -1.459
H -0.275 -0.488 -0.598
H -1.338 2.147 -0.134
H -1.873 1.448 -2.288
H -3.263 1.511 -1.233
H -1.811 -1.054 -2.394
H -3.515 -0.413 -2.441
H -2.909 -1.031 -0.918

---

No. 4
23
Properties=species:S:1:pos:R:3 method="wB97M-V/def2-TZVPD" lumo_ev=0.935 homo_lumo_gap_ev=10.3 smiles=CC(C)C[C@@H](N)CO homo_ev=-9.32 total_charge=0
C 2.021 0.496 -0.805
O 3.271 -0.084 -0.556
C 0.941 0.101 0.456
C -0.405 -0.034 -0.411
C -1.854 0.068 0.185
C -2.816 -1.000 -0.389
C -2.408 1.482 0.127
N 1.344 -0.958 1.329
H 1.900 0.221 -1.836
H 2.184 1.596 -0.819
H 3.406 0.018 0.495
H 0.950 0.996 1.090
H -0.139 -1.025 -0.970
H -0.427 0.674 -1.190
H -1.609 -0.137 1.359
H -2.924 -1.908 0.234
H -2.368 -1.592 -1.113
H -3.811 -0.713 -0.586
H -1.721 2.074 0.679
H -2.658 1.907 -0.833
H -3.327 1.483 0.724
H 0.612 -1.043 1.976
H 1.482 -1.839 0.962

---

No. 5
21
Properties=species:S:1:pos:R:3 method="wB97M-V/def2-TZVPD" lumo_ev=-0.557 homo_lumo_gap_ev=8.1 homo_ev=-8.64 total_charge=0
C -0.910 -0.723 2.545
C -0.569 -0.572 1.068
C -0.144 -1.657 0.343
C 0.646 -1.271 -0.968
C 0.774 0.286 -0.625
C 0.874 1.376 -1.327
C 0.000 2.005 -0.192
C -0.579 0.431 -0.032
H -2.068 -0.693 2.588
H -0.632 0.087 3.323
H -0.421 -1.829 2.993
H -0.337 -2.806 0.705
H 1.512 -1.804 -1.296
H 0.064 -1.357 -1.833
H 1.481 0.330 0.144
H 1.882 1.759 -1.375
H -0.040 -0.157 -2.814
H 0.730 2.262 0.421
H -0.985 2.590 -0.404
H -1.487 0.264 -0.704
O 0.211 1.479 -2.560

---

No. 6
64
Properties=species:S:1:pos:R:3 method="wB97M-V/def2-TZVPD" lumo_ev=0.021 homo_lumo_gap_ev=8.2 smiles="NC(N)=O.NC(N)=O.NC(N)=O.NC(N)=O.NC(N)=O.NC(N)=O.NC(N)=O.NC(N)=O" homo_ev=-8.21 total_charge=0
C 10.700 11.282 12.806
O 9.933 10.334 12.777
N 11.592 11.659 12.029
N 10.689 12.173 13.770
H 11.973 12.594 12.071
H 11.864 11.024 11.292
H 10.005 12.052 14.504
H 11.354 12.927 13.870
C 11.554 13.420 8.695
O 11.307 12.520 9.441
N 11.819 14.582 9.063
N 11.817 13.261 7.496
H 12.048 15.331 8.426
H 11.572 14.783 10.022
H 11.604 12.393 7.025
H 12.451 13.937 7.095
C 7.935 6.947 6.942
O 7.732 7.817 6.110
N 8.659 5.882 6.860
N 7.510 6.991 8.172
H 8.606 5.110 7.510
H 9.157 5.742 5.992
H 7.443 6.137 8.706
H 6.877 7.770 8.281
C 10.122 10.772 5.803
O 11.128 11.408 5.674
N 8.950 11.328 5.934
N 10.050 9.534 5.916
H 8.151 10.761 6.176
H 8.789 12.261 5.581
H 9.140 9.148 6.124
H 10.855 8.981 5.660
C 6.572 9.410 14.768
O 6.072 8.856 13.794
N 7.781 9.786 14.771
N 6.024 9.801 15.850
H 8.115 10.248 15.605
H 8.234 9.862 13.872
H 6.494 9.743 16.742
H 5.053 9.538 15.751
C 9.837 6.403 10.993
O 9.193 5.726 11.775
N 10.536 7.414 11.363
N 10.082 6.099 9.802
H 10.442 7.829 12.279
H 11.006 7.971 10.664
H 9.521 5.348 9.427
H 10.634 6.699 9.207
C 5.519 7.056 11.223
O 5.335 6.340 10.280
N 6.651 7.071 11.929
N 4.890 8.136 11.550
H 6.535 7.545 12.813
H 7.428 6.427 11.918
H 5.101 8.663 12.385
H 4.150 8.536 10.991
C 7.882 9.876 9.692
O 7.039 9.646 8.804
N 7.872 9.329 10.874
N 8.828 10.744 9.512
H 7.023 8.866 11.165
H 8.554 9.703 11.518
H 8.907 11.024 8.545
H 9.591 10.971 10.135

---

In kcal/mol, the energy relative to the best compared isomer or geometry (same formula, charge and spin) values for the records above are, in order, 10.2; 51.2; 47.9; 75.7; 230.2; 155.9.